1.
{
  "formula": "C3H6N2S",
  "method": "the ωB97M-V functional and the def2-TZVPD basis",
  "relative_energy_kcal_mol": 37.96,
  "e_lumo_ev": 0.9,
  "gap_ha": 0.360,
  "smiles": "S[C@@H]1C=NNC1",
  "species": ["C", "C", "C", "H", "H", "H", "H", "H", "H", "N", "N", "S"],
  "coordinates": [[0.606, -0.601, -0.343], [0.144, -0.161, 1.045], [-0.626, -0.360, -1.106], [1.257, 1.630, -0.904], [0.950, -1.679, -0.406], [0.884, 0.316, 1.659], [-0.279, -0.990, 1.636], [-1.656, 0.902, 1.345], [-0.821, -0.741, -2.080], [-0.880, 0.843, 0.680], [-1.501, 0.354, -0.498], [1.923, 0.487, -1.027]],
  "atomic_forces_ev_per_a": [[1.06, -0.75, 0.39], [-0.55, 0.17, 0.27], [-1.62, 0.11, 0.40], [-0.32, 0.20, 0.10], [-0.15, 1.41, 0.07], [0.63, 0.11, 0.07], [-0.05, 0.02, -0.38], [0.65, 0.16, 0.03], [-0.13, -0.24, -0.57], [-1.21, -0.79, 0.32], [1.16, 0.20, -0.65], [0.52, -0.60, -0.06]],
  "nbo_charge": [-0.399, -0.258, 0.004, 0.135, 0.253, 0.219, 0.190, 0.368, 0.209, -0.464, -0.220, -0.036]
}

***

2.
{
  "formula": "C3H8NO3",
  "method": "the ωB97M-V functional and the def2-TZVPD basis",
  "relative_energy_kcal_mol": 13.74,
  "e_lumo_ev": 4.0,
  "gap_ha": 0.297,
  "total_charge": -1,
  "species": ["O", "C", "O", "C", "C", "N", "H", "H", "H", "H", "H", "H", "H", "H", "O"],
  "coordinates": [[-0.433, 1.519, 2.052], [-0.777, 1.100, 0.923], [-1.741, 1.456, 0.222], [0.194, 0.027, 0.320], [1.448, 0.690, -0.254], [-0.474, -0.761, -0.761], [0.357, -0.658, 1.154], [2.229, 0.618, 0.502], [1.746, 0.181, -1.167], [1.276, 1.735, -0.523], [-1.275, -1.250, -0.377], [-0.906, -0.034, -1.328], [0.936, -2.562, -2.561], [1.196, -2.202, -1.174], [1.346, -2.959, -1.770]],
  "atomic_forces_ev_per_a": [[-0.02, -0.10, -0.06], [0.65, 0.29, 0.43], [-0.30, -0.04, -0.39], [-1.50, -0.24, -0.36], [-0.15, -0.21, 0.53], [0.57, 0.33, -0.01], [0.61, 0.00, -0.13], [0.24, 0.28, -0.23], [0.23, -0.23, -0.04], [-0.05, -0.02, 0.21], [0.02, 0.05, 0.19], [-0.16, -0.03, -0.10], [0.18, -0.49, 0.31], [-0.25, -0.28, 0.15], [-0.07, 0.69, -0.49]],
  "nbo_charge": [-0.789, 0.741, -0.790, -0.169, -0.618, -0.885, 0.185, 0.210, 0.191, 0.211, 0.354, 0.371, 0.461, 0.495, -0.968]
}

***

3.
{
  "formula": "C4H5BaO6",
  "method": "the ωB97M-V functional and the def2-TZVPD basis",
  "relative_energy_kcal_mol": 19.27,
  "e_lumo_ev": [-0.6, -0.7],
  "gap_ha": [0.258, 0.318],
  "multiplicity": 2,
  "species": ["H", "C", "C", "O", "C", "O", "O", "Ba", "O", "H", "H", "H", "H", "O", "O", "C"],
  "coordinates": [[-0.171, -1.442, -0.863], [-0.531, -1.196, 0.146], [-1.681, -0.217, 0.015], [-1.493, 0.808, -0.956], [-0.739, 1.926, -0.798], [-0.265, 2.144, 0.368], [-0.373, 2.437, -1.856], [1.247, 1.531, 1.780], [0.528, -0.622, 0.889], [-0.883, -2.126, 0.616], [-1.959, 0.225, 0.981], [-2.560, -0.772, -0.333], [1.988, -0.564, -1.255], [2.615, 0.091, 1.196], [2.280, -1.291, -0.603], [1.997, -0.932, 0.671]],
  "atomic_forces_ev_per_a": [[-0.13, -0.05, 0.20], [0.27, -0.23, -0.71], [-0.43, 0.56, 0.30], [-0.97, -0.94, -0.19], [2.17, -0.70, -2.31], [-2.49, 1.21, -1.01], [-0.84, 0.36, 1.28], [-0.76, 4.07, 4.24], [0.49, -0.89, -0.13], [0.09, 0.24, 0.03], [0.20, -0.09, 0.02], [0.22, 0.08, 0.01], [0.67, -1.18, 1.18], [3.03, -3.78, -1.44], [-0.84, 1.01, -1.15], [-0.67, 0.34, -0.31]],
  "mulliken_spin": [0.004, 0.015, -0.001, 0.001, -0.002, -0.002, 0.001, 0.027, -0.040, -0.001, 0.004, -0.004, 0.080, 0.050, -0.085, 0.955]
}

***

4.
{
  "formula": "C20H25Cl6O2PPdS",
  "method": "the ωB97M-V functional and the def2-TZVPD basis",
  "relative_energy_kcal_mol": 2.36,
  "e_lumo_ev": 4.3,
  "gap_ha": 0.190,
  "total_charge": -2,
  "species": ["Pd", "Cl", "C", "C", "Cl", "C", "Cl", "C", "O", "C", "Cl", "C", "Cl", "C", "C", "P", "C", "C", "C", "C", "H", "H", "H", "H", "H", "H", "H", "H", "H", "H", "H", "H", "H", "H", "H", "C", "S", "O", "C", "C", "C", "C", "C", "C", "H", "H", "H", "H", "H", "H", "H", "H", "Cl", "C", "H", "H"],
  "coordinates": [[-0.535, -0.650, 1.162], [-0.115, -3.294, -7.091], [0.858, -2.787, -5.743], [0.266, -2.266, -4.583], [-1.462, -2.123, -4.520], [1.017, -1.870, -3.499], [0.282, -1.216, -2.074], [2.468, -1.946, -3.490], [3.168, -1.572, -2.537], [3.020, -2.492, -4.706], [4.751, -2.609, -4.770], [2.245, -2.891, -5.780], [3.005, -3.531, -7.209], [1.853, 1.063, 4.813], [0.892, 0.339, 3.870], [1.072, 0.578, 2.040], [1.142, 2.448, 2.003], [1.075, 3.016, 0.582], [2.860, 0.173, 1.803], [3.274, 0.165, 0.332], [1.570, 0.900, 5.857], [1.861, 2.141, 4.641], [2.877, 0.702, 4.690], [-0.147, 0.602, 4.091], [0.940, -0.742, 4.018], [2.031, 2.822, 2.521], [0.274, 2.774, 2.585], [2.071, 3.130, 0.150], [0.591, 3.997, 0.552], [0.522, 2.333, -0.067], [3.001, -0.825, 2.229], [3.482, 0.865, 2.382], [2.619, -0.463, -0.272], [4.287, -0.224, 0.207], [3.254, 1.171, -0.094], [-3.436, 2.567, 1.745], [-2.459, 1.011, 1.962], [-3.386, 0.200, 2.799], [-2.718, 0.515, 0.247], [-2.206, 1.269, -0.804], [-2.537, 0.933, -2.109], [-3.389, -0.133, -2.360], [-3.903, -0.876, -1.303], [-3.569, -0.556, 0.003], [-4.378, 2.333, 1.248], [-2.865, 3.300, 1.173], [-3.619, 2.933, 2.756], [-1.548, 2.105, -0.602], [-2.111, 1.490, -2.934], [-3.631, -0.401, -3.380], [-4.546, -1.725, -1.501], [-3.942, -1.119, 0.848], [-0.865, -3.177, 3.395], [-1.467, -2.509, 1.735], [-2.546, -2.515, 1.905], [-1.251, -3.361, 1.083]],
  "atomic_forces_ev_per_a": [[-0.12, -0.40, 0.17], [0.01, 0.01, 0.00], [-0.04, 0.00, 0.02], [-0.01, -0.04, 0.00], [-0.04, -0.01, -0.02], [0.19, 0.08, 0.00], [0.10, -0.09, -0.12], [-0.08, 0.02, -0.01], [0.00, 0.00, 0.01], [-0.04, -0.02, -0.08], [0.00, 0.00, 0.01], [0.02, 0.02, 0.06], [0.01, -0.01, -0.01], [-0.01, -0.02, -0.02], [0.05, -0.01, -0.01], [0.25, 0.38, 0.04], [0.02, -0.03, -0.05], [0.02, 0.00, 0.04], [0.00, -0.03, 0.00], [0.04, -0.02, 0.03], [0.01, -0.02, -0.01], [-0.01, 0.00, 0.02], [0.00, 0.02, -0.01], [0.01, 0.04, 0.00], [-0.01, -0.01, 0.00], [-0.01, 0.00, 0.02], [-0.04, -0.02, -0.05], [0.00, -0.03, 0.00], [0.01, 0.00, 0.00], [-0.01, 0.02, -0.02], [-0.04, -0.01, -0.01], [0.01, -0.01, 0.01], [-0.01, 0.01, 0.00], [0.01, 0.02, 0.00], [-0.02, -0.02, -0.01], [0.03, -0.01, 0.08], [-0.20, 0.22, -0.05], [-0.10, -0.08, 0.07], [-0.08, 0.03, 0.04], [0.06, -0.03, 0.01], [0.01, -0.01, -0.01], [0.00, -0.02, 0.00], [0.04, 0.01, -0.01], [-0.04, 0.01, 0.00], [0.00, 0.00, 0.03], [0.00, -0.03, -0.03], [0.03, 0.03, -0.02], [0.00, 0.00, 0.00], [0.00, 0.00, 0.00], [0.00, 0.01, 0.00], [0.00, 0.00, 0.01], [-0.01, 0.02, 0.00], [0.05, 0.03, 0.00], [-0.04, -0.11, -0.08], [0.00, 0.06, 0.00], [0.01, 0.03, -0.05]],
  "nbo_charge": [-0.047, -0.027, -0.184, -0.095, -0.003, -0.092, 0.021, 0.360, -0.687, -0.189, -0.024, -0.058, -0.019, -0.612, -0.741, 0.917, -0.739, -0.620, -0.730, -0.613, 0.193, 0.190, 0.196, 0.228, 0.248, 0.193, 0.210, 0.200, 0.186, 0.222, 0.222, 0.184, 0.261, 0.199, 0.184, -0.833, 1.288, -1.001, -0.274, -0.183, -0.231, -0.221, -0.211, -0.217, 0.216, 0.206, 0.213, 0.206, 0.207, 0.204, 0.200, 0.250, -0.273, -0.808, 0.158, 0.165]
}

***

5.
{
  "formula": "C19H32F13IN3O5PSSb",
  "method": "the ωB97M-V functional and the def2-TZVPD basis",
  "e_lumo_ev": 1.7,
  "gap_ha": 0.197,
  "total_charge": -1,
  "species": ["N", "C", "N", "N", "C", "C", "C", "C", "Sb", "C", "C", "C", "F", "F", "C", "F", "F", "C", "F", "F", "C", "F", "F", "S", "F", "F", "F", "F", "F", "P", "O", "I", "H", "H", "H", "H", "H", "H", "H", "H", "H", "H", "H", "H", "H", "H", "H", "H", "H", "H", "H", "H", "O", "C", "O", "C", "C", "C", "H", "H", "H", "H", "H", "H", "O", "C", "O", "C", "C", "C", "H", "H", "H", "H", "H", "H"],
  "coordinates": [[0.540, 6.330, -1.414], [-0.632, 5.842, -1.221], [-1.384, 6.252, -0.089], [-1.354, 5.009, -2.069], [-2.134, 3.883, -1.513], [-1.802, 2.584, -2.221], [-0.511, 1.933, -1.733], [-0.057, 0.783, -2.615], [1.410, -0.617, -1.743], [-0.030, -1.173, -0.121], [0.701, -1.470, 1.201], [0.391, -0.581, 2.381], [1.456, -0.496, 3.253], [0.089, 0.708, 2.000], [-0.810, -0.952, 3.285], [-1.966, -0.708, 2.603], [-0.802, -0.149, 4.385], [-0.828, -2.437, 3.770], [0.442, -2.893, 3.984], [-1.418, -3.223, 2.815], [-1.590, -2.597, 5.134], [-0.765, -2.153, 6.130], [-2.731, -1.836, 5.108], [-2.128, -4.397, 5.557], [-1.156, -4.509, 6.797], [-0.988, -4.975, 4.625], [-3.110, -4.327, 4.309], [-3.279, -3.848, 6.505], [-2.628, -5.869, 5.825], [2.462, 1.238, -0.200], [3.652, 0.286, 0.422], [3.732, 2.572, -1.873], [0.955, 5.989, -2.274], [-0.874, 7.028, 0.307], [-1.400, 5.528, 0.616], [-0.740, 4.670, -2.795], [-1.892, 3.755, -0.462], [-3.192, 4.104, -1.599], [-1.700, 2.772, -3.290], [-2.621, 1.884, -2.086], [-0.685, 1.584, -0.716], [0.269, 2.694, -1.714], [0.442, 1.189, -3.494], [-0.907, 0.204, -2.969], [2.567, -1.754, -0.992], [2.587, -0.180, -2.962], [0.816, -1.919, -2.799], [-0.835, -0.458, -0.015], [-0.466, -2.095, -0.495], [1.778, -1.346, 1.064], [0.578, -2.512, 1.474], [3.805, -0.466, -0.171], [-4.200, -0.561, -1.586], [-4.739, -1.256, -0.784], [-4.726, -2.608, -0.887], [-5.564, -3.201, 0.115], [-5.679, -2.152, 1.217], [-5.574, -0.852, 0.420], [-6.531, -3.430, -0.341], [-5.100, -4.127, 0.441], [-6.589, -2.251, 1.806], [-4.833, -2.236, 1.884], [-6.545, -0.515, 0.055], [-5.090, -0.039, 0.953], [5.052, -0.864, -2.180], [5.894, -0.341, -2.835], [5.704, -0.016, -4.137], [6.897, 0.538, -4.699], [7.704, 1.055, -3.511], [7.296, 0.072, -2.415], [7.424, -0.252, -5.242], [6.610, 1.316, -5.402], [8.774, 1.097, -3.709], [7.365, 2.057, -3.247], [7.922, -0.822, -2.398], [7.268, 0.510, -1.421]],
  "atomic_forces_ev_per_a": [[-0.83, 0.00, 0.12], [0.08, 0.20, -0.06], [0.33, 0.21, -0.09], [0.71, -0.41, 0.13], [0.05, 0.29, -0.09], [0.20, -0.03, -0.05], [-0.17, -0.08, -0.20], [0.13, 0.26, 0.06], [-0.42, -0.35, -1.56], [0.17, -0.23, 0.52], [0.08, 0.31, -0.32], [-0.12, 0.66, 0.33], [-0.32, -0.08, -0.52], [0.37, -0.56, 0.10], [-0.40, 0.12, -0.12], [0.42, -0.30, 0.41], [-0.02, -0.25, -0.41], [0.12, -0.89, -0.08], [-0.87, 0.43, -0.28], [0.58, 0.91, 0.54], [-0.12, 0.88, 0.80], [-1.13, -0.43, -0.98], [1.26, -0.90, 0.10], [0.01, 0.44, -0.48], [-0.08, 0.07, 0.00], [0.03, -0.20, 0.15], [-0.23, -0.10, 0.18], [0.15, -0.08, 0.00], [0.03, 0.09, 0.11], [-0.03, 0.44, 0.78], [0.06, 0.06, 0.10], [0.06, 0.18, -0.33], [0.02, -0.08, -0.13], [0.12, 0.08, 0.17], [-0.21, -0.22, 0.04], [0.02, -0.05, -0.17], [-0.09, -0.01, 0.27], [-0.22, 0.10, 0.05], [-0.19, 0.03, -0.25], [-0.18, -0.15, -0.07], [0.13, 0.09, 0.29], [0.23, 0.10, 0.26], [0.09, -0.02, -0.21], [-0.16, -0.23, 0.07], [0.08, 0.09, 0.33], [-0.01, -0.01, 0.02], [-0.03, 0.05, 0.22], [-0.08, 0.24, 0.04], [-0.11, -0.13, -0.12], [0.21, -0.01, -0.01], [-0.04, -0.14, 0.29], [0.20, -0.31, -0.08], [0.15, 0.25, -0.05], [-0.28, -0.06, -0.07], [0.00, -0.19, 0.05], [-0.03, 0.02, 0.02], [-0.13, 0.14, -0.20], [0.13, -0.23, 0.16], [-0.01, 0.01, 0.02], [0.05, -0.02, -0.02], [-0.03, 0.01, -0.06], [0.26, -0.04, 0.23], [0.01, 0.07, -0.03], [-0.03, 0.08, -0.03], [-0.04, -0.35, 0.24], [0.14, 0.24, -0.03], [0.03, -0.07, -0.14], [0.05, 0.03, 0.02], [-0.07, -0.08, 0.09], [-0.04, 0.28, -0.15], [0.03, 0.00, 0.00], [-0.06, 0.00, 0.00], [0.00, -0.07, -0.02], [-0.02, 0.02, 0.00], [0.02, -0.02, 0.02], [-0.03, -0.09, 0.08]],
  "mulliken_charge": [-0.792, 0.657, -0.610, -0.303, -0.522, -1.039, 0.901, -1.560, 0.585, -1.335, -0.687, 0.635, -0.358, -0.198, 0.501, -0.227, -0.331, 0.481, -0.297, -0.265, 0.637, -0.259, -0.269, 1.429, -0.308, -0.293, -0.288, -0.316, -0.298, 0.100, -0.426, -0.341, 0.209, 0.330, 0.226, 0.272, 0.157, 0.352, 0.384, 0.285, -0.228, 0.095, 0.402, 0.423, -0.166, -0.137, -0.157, 0.299, 0.554, 0.592, 0.284, 0.307, -0.582, 0.578, -0.367, -0.494, -0.129, -0.443, 0.268, 0.336, 0.343, -0.070, 0.277, 0.285, -0.502, 0.338, -0.308, -0.478, -0.430, -0.386, 0.266, 0.310, 0.313, 0.245, 0.286, 0.255]
}